(one)
{
  "formula": "C2H6Se",
  "method": "the ωB97M-V functional and the def2-TZVPD basis",
  "species": ["C", "Se", "C", "H", "H", "H", "H", "H", "H"],
  "xyz": [[-0.188, -1.488, 0.288], [-1.032, -0.156, -0.779], [0.235, 1.483, -0.341], [0.910, -1.822, 0.090], [-0.172, -1.020, 1.229], [-0.879, -2.222, 0.436], [-0.098, 1.763, 0.601], [1.347, 1.295, -0.442], [-0.123, 2.166, -1.082]],
  "mulliken_charge": [-0.9289, 0.0371, -0.8837, 0.2680, 0.2965, 0.3525, 0.3192, 0.2788, 0.2607],
  "e_homo_ev": -8.2,
  "total_charge": 0,
  "smiles": "C[Se]C",
  "gap_ev": 9.095
}


(two)
{
  "formula": "C2H6Se",
  "method": "the ωB97M-V functional and the def2-TZVPD basis",
  "species": ["C", "C", "Se", "H", "H", "H", "H", "H", "H"],
  "xyz": [[-2.019, -0.846, -0.118], [2.505, 0.842, 0.121], [-1.723, 1.036, 0.327], [-2.033, -0.747, -1.193], [-1.314, -1.457, 0.373], [-2.892, -1.145, 0.387], [2.119, -0.082, 0.514], [2.281, 0.774, -0.932], [3.076, 1.625, 0.519]],
  "mulliken_charge": [-0.8180, -0.5594, -0.1836, 0.2634, 0.2792, 0.2937, 0.2341, 0.2294, 0.2612],
  "e_homo_ev": [-7.1, -7.1],
  "total_charge": 0,
  "gap_ev": [4.013, 4.000]
}


(three)
{
  "formula": "C2H6Se",
  "method": "the ωB97M-V functional and the def2-TZVPD basis",
  "species": ["C", "C", "Se", "H", "H", "H", "H", "H", "H"],
  "xyz": [[0.305, 1.475, 0.431], [0.504, -1.560, 0.396], [1.107, -0.005, -0.237], [-0.230, 1.232, 1.328], [-1.766, 0.482, -1.327], [0.620, 2.322, -0.091], [1.065, -2.407, 0.010], [-1.082, 0.225, -1.053], [-0.522, -1.763, 0.544]],
  "mulliken_charge": [-0.7483, -0.7529, 0.2765, 0.3203, 0.2467, 0.3105, 0.2777, -0.2700, 0.3396],
  "e_homo_ev": [-7.9, -7.9],
  "total_charge": 0,
  "gap_ev": [7.761, 7.733]
}


Q: What are the energies relative to the best structure? A: (one) 0.000; (two) 4.538; (three) 3.787, in eV.


(one)
{
  "formula": "C10H32NO8",
  "method": "the ωB97M-V functional and the def2-TZVPD basis",
  "species": ["O", "H", "H", "H", "C", "C", "C", "O", "C", "N", "H", "H", "H", "H", "H", "H", "H", "H", "H", "H", "H", "C", "C", "O", "O", "H", "H", "H", "H", "H", "H", "C", "C", "O", "O", "H", "H", "H", "H", "H", "H", "C", "C", "O", "O", "H", "H", "H", "H", "H", "H"],
  "xyz": [[1.058, 0.933, -0.632], [0.334, 1.045, -1.252], [1.472, 0.067, -0.617], [0.763, 0.986, 0.280], [-2.952, -1.943, -5.558], [-1.851, -1.056, -4.908], [-2.570, 0.253, -4.343], [-1.596, 1.365, -4.129], [-0.820, 1.784, -5.113], [-1.155, -1.694, -3.836], [-3.468, -1.456, -6.385], [-3.740, -2.216, -4.857], [-2.496, -2.898, -5.820], [-1.268, -0.758, -5.780], [-2.938, 0.062, -3.335], [-3.365, 0.706, -4.935], [-0.186, 2.565, -4.694], [-1.342, 1.905, -6.062], [-0.106, 0.987, -5.319], [-1.819, -2.287, -3.358], [-0.368, -2.192, -4.227], [-2.246, 6.026, 3.150], [-1.510, 5.709, 4.533], [-2.366, 4.832, 5.260], [-2.291, 4.749, 2.435], [-1.625, 6.786, 2.677], [-3.317, 6.228, 3.166], [-1.251, 6.582, 5.132], [-0.603, 5.106, 4.512], [-1.828, 4.319, 5.868], [-2.952, 4.182, 2.839], [6.397, -2.847, 0.629], [6.886, -3.244, 2.018], [7.460, -2.136, 2.700], [5.463, -1.730, 0.614], [5.795, -3.617, 0.147], [7.235, -2.542, 0.002], [7.629, -4.041, 1.964], [6.095, -3.653, 2.647], [8.113, -1.774, 2.097], [5.885, -1.014, 0.133], [-1.515, -2.122, 3.844], [-2.156, -2.751, 2.552], [-3.348, -3.485, 2.875], [-0.434, -1.288, 3.406], [-1.255, -2.948, 4.507], [-2.260, -1.490, 4.329], [-1.563, -3.551, 2.109], [-2.240, -2.095, 1.685], [-4.139, -2.988, 3.097], [0.352, -1.358, 3.953]],
  "mulliken_charge": [-0.3737, 0.4370, 0.4551, 0.4557, -1.5623, 0.3309, -0.6902, -0.3802, -0.7251, -0.5550, 0.3952, 0.3727, 0.3944, 0.3980, 0.2407, 0.3737, 0.2727, 0.3205, 0.2799, 0.2756, 0.2813, -0.3771, -0.2996, -0.5214, -0.5485, 0.2824, 0.2784, 0.3008, 0.2701, 0.2979, 0.3171, -0.4717, -0.3410, -0.4888, -0.5011, 0.2417, 0.3713, 0.2788, 0.3064, 0.2982, 0.3068, -0.1591, -0.4563, -0.5246, -0.5359, 0.2824, 0.2211, 0.2684, 0.2917, 0.3028, 0.3118],
  "e_homo_ev": -11.8,
  "total_charge": 1,
  "gap_ev": 7.135
}


(two)
{
  "formula": "C10H32NO8",
  "method": "the ωB97M-V functional and the def2-TZVPD basis",
  "species": ["O", "H", "H", "H", "C", "C", "C", "O", "C", "N", "H", "H", "H", "H", "H", "H", "H", "H", "H", "H", "H", "C", "C", "O", "O", "H", "H", "H", "H", "H", "H", "C", "C", "O", "O", "H", "H", "H", "H", "H", "H", "C", "C", "O", "O", "H", "H", "H", "H", "H", "H"],
  "xyz": [[-0.578, -0.252, 1.091], [-1.244, 0.428, 0.794], [0.345, 0.149, 1.051], [-0.553, -1.082, 0.490], [1.588, -3.846, -1.459], [1.395, -2.380, -1.056], [2.044, -1.419, -2.023], [1.832, -0.116, -1.518], [2.348, 0.933, -2.319], [-0.032, -2.096, -0.833], [2.615, -4.142, -1.684], [0.982, -4.142, -2.317], [1.333, -4.455, -0.588], [1.882, -2.322, -0.076], [1.577, -1.432, -3.016], [3.110, -1.665, -2.059], [2.417, 0.569, -3.358], [3.435, 0.986, -2.155], [1.773, 1.835, -2.184], [-0.602, -2.920, -0.663], [-0.379, -1.727, -1.719], [-3.440, 0.580, 3.047], [-3.025, 1.996, 2.565], [-1.840, 1.907, 1.753], [-4.229, -0.081, 2.064], [-4.054, 0.825, 3.920], [-2.567, 0.048, 3.410], [-2.831, 2.584, 3.467], [-3.863, 2.503, 2.084], [-1.947, 2.626, 1.115], [-5.026, 0.451, 1.968], [-3.382, 0.463, -1.842], [-2.233, 0.577, -2.811], [-1.179, 1.364, -2.247], [-2.903, 0.227, -0.520], [-4.137, -0.269, -2.133], [-3.879, 1.440, -1.852], [-2.509, 1.006, -3.776], [-1.821, -0.386, -3.132], [-0.862, 1.952, -2.937], [-3.678, 0.257, 0.058], [3.278, 0.811, 1.173], [4.030, 0.769, 2.499], [3.281, 1.566, 3.395], [1.880, 0.641, 1.407], [3.619, 0.055, 0.464], [3.434, 1.768, 0.662], [5.054, 1.129, 2.374], [4.094, -0.271, 2.842], [3.695, 1.585, 4.263], [1.755, 0.972, 2.319]],
  "mulliken_charge": [-0.2714, 0.4317, 0.6502, 0.5622, -1.6890, 0.6448, -0.9641, 0.0559, -0.9950, -0.5110, 0.4223, 0.3743, 0.4274, 0.0353, 0.4460, 0.3483, 0.4031, 0.3590, 0.2054, 0.3132, 0.0626, -0.5970, -0.4801, -0.4603, -0.5530, 0.3716, 0.3319, 0.3697, 0.4012, 0.2314, 0.3278, -0.4609, -0.5453, -0.4607, -0.3334, 0.3434, 0.3465, 0.4730, 0.1953, 0.2844, 0.1588, -0.2904, -0.5233, -0.5429, -0.5920, 0.2024, 0.2213, 0.3752, 0.3167, 0.3062, 0.2712],
  "e_homo_ev": -12.5,
  "total_charge": 1,
  "gap_ev": 10.573
}


Q: What are the energies relative to the best structure? A: (one) 4.813; (two) 0.000, in eV.